[1]
Formula: C3H15NO5S
Source: the Open Molecules 2025 dataset
Level of theory: ωB97M-V/def2-TZVPD

Computed properties:
ΔE to the lowest compared entry with this formula, charge and spin	31.0	kcal per mole
SMILES	N[C@H](C=O)CS.O.O.O.O
spin multiplicity	1
gap between HOMO and LUMO	0.34595	hartree
total charge	0
DFT total energy	-952.41662	Ha

Element x y z (Å)
O  1.855  1.240  1.178
C  2.194  0.248  0.578
C  1.570  -0.285  -0.723
C  1.393  0.847  -1.693
S  1.384  0.151  -3.423
N  0.305  -0.995  -0.564
H  3.126  -0.257  0.895
H  2.280  -1.063  -1.010
H  0.561  1.495  -1.443
H  2.274  1.460  -1.870
H  0.526  -0.873  -3.339
H  -0.418  -0.437  -0.101
H  0.399  -1.718  0.152
H  -2.140  1.167  2.369
H  -1.017  0.858  3.446
O  -1.733  0.511  2.911
H  -1.754  -1.532  2.500
H  -2.453  -2.336  1.339
O  -1.637  -1.956  1.646
H  -2.118  -1.070  -2.311
H  -1.404  -1.975  -1.272
O  -2.239  -1.821  -1.727
H  -0.694  3.431  1.055
H  0.172  2.180  0.961
O  -0.431  2.732  0.448

[2]
Formula: C3H15NO6
Source: the Open Molecules 2025 dataset
Level of theory: ωB97M-V/def2-TZVPD

Computed properties:
ΔE to the lowest compared entry with this formula, charge and spin	44.4	kcal per mole
SMILES	O=CCNCO.O.O.O.O
spin multiplicity	1
gap between HOMO and LUMO	0.35875	hartree
total charge	0
DFT total energy	-629.47832	Ha

Element x y z (Å)
O  -1.928  0.885  0.307
C  -0.777  1.013  -0.031
C  0.260  1.596  0.915
N  0.898  0.496  1.668
C  1.918  -0.230  0.935
O  3.057  0.558  0.611
H  -0.423  0.692  -1.023
H  -0.248  2.222  1.644
H  1.000  2.170  0.345
H  1.255  0.874  2.534
H  2.288  -1.008  1.603
H  1.480  -0.697  0.051
H  2.954  0.968  -0.252
H  -0.586  -1.526  -0.941
H  -0.026  -0.695  -2.141
O  0.237  -1.159  -1.334
H  -1.875  -1.859  0.714
H  -2.724  -1.111  -0.296
O  -2.199  -1.915  -0.207
H  -1.942  -0.469  2.385
H  -0.526  -0.840  2.069
O  -1.379  -1.246  2.299
H  -0.968  0.285  -4.224
H  0.549  0.444  -4.040
O  -0.296  0.552  -3.590

[3]
Formula: C3H15O4S
Source: the Open Molecules 2025 dataset
Level of theory: ωB97M-V/def2-TZVPD

Computed properties:
ΔE to the lowest compared entry with this formula, charge and spin	26.0	kcal per mole
spin multiplicity	1
gap between HOMO and LUMO	0.26195	hartree
total charge	-1
DFT total energy	-822.48613	Ha

Element x y z (Å)
C  2.538  0.699  -0.925
C  1.561  0.687  0.277
C  0.731  1.980  0.403
S  -0.833  1.778  1.251
H  3.508  0.928  -0.466
H  2.412  1.509  -1.641
H  2.412  -0.248  -1.444
H  0.867  -0.157  0.133
H  2.057  0.345  1.190
H  0.782  2.460  -0.582
H  1.400  2.696  0.918
H  -0.244  -0.031  2.005
H  -0.385  -0.466  3.474
O  -0.073  -0.798  2.636
H  -1.005  -1.243  -1.411
H  -1.282  -1.467  -2.818
O  -0.584  -1.670  -2.195
H  -1.689  -2.675  0.392
H  -1.929  -1.388  1.189
O  -2.357  -2.215  0.910
H  -2.946  -0.956  -0.897
H  -2.340  0.496  -0.931
O  -2.601  -0.263  -1.468

[4]
Formula: C3H16K2NO8
Source: the Open Molecules 2025 dataset
Level of theory: ωB97M-V/def2-TZVPD

Computed properties:
spin multiplicity	1
gap between HOMO and LUMO	0.17777	hartree
total charge	+1
DFT total energy	-1980.06277	Ha

Element x y z (Å)
K  4.129  19.931  15.858
K  10.579  26.018  12.391
N  7.827  21.468  10.702
O  7.817  20.425  10.127
O  8.141  22.470  10.009
O  7.484  21.622  11.867
O  9.105  25.345  5.107
H  9.375  25.337  6.025
H  9.550  24.591  4.719
O  6.283  20.410  5.358
H  6.319  20.261  6.303
H  6.322  21.362  5.264
O  7.939  17.283  13.610
H  7.721  18.028  13.050
H  8.555  17.637  14.251
O  11.988  17.359  10.781
H  11.160  17.338  10.301
H  12.128  16.453  11.057
C  2.588  14.142  6.901
C  1.985  14.602  8.199
C  2.411  16.042  8.594
O  0.591  14.605  7.984
H  2.503  14.925  6.148
H  2.119  13.222  6.553
H  3.659  13.977  7.015
H  2.105  13.953  9.067
H  3.412  16.023  9.024
H  1.725  16.524  9.291
H  2.489  16.705  7.732
H  0.354  13.689  7.823

[5]
Formula: C3H16N2O3
Source: the Open Molecules 2025 dataset
Level of theory: ωB97M-V/def2-TZVPD

Computed properties:
ΔE to the lowest compared entry with this formula, charge and spin	28.1	kcal per mole
SMILES	CCNCN.O.O.O
spin multiplicity	1
gap between HOMO and LUMO	0.35116	hartree
total charge	0
DFT total energy	-459.09123	Ha

Element x y z (Å)
C  -1.054  -2.382  -1.500
C  -1.708  -1.078  -1.026
N  -0.791  -0.539  0.007
C  -1.303  -0.337  1.353
N  -0.752  -1.377  2.250
H  0.025  -2.390  -1.595
H  -1.558  -2.804  -2.389
H  -1.283  -3.102  -0.714
H  -1.769  -0.365  -1.845
H  -2.681  -1.301  -0.536
H  -0.401  0.341  -0.318
H  -2.411  -0.277  1.386
H  -0.922  0.566  1.820
H  -1.441  -1.882  2.788
H  -0.218  -2.014  1.674
H  0.680  3.006  -1.309
H  0.310  3.280  0.100
O  0.092  2.665  -0.630
H  2.713  1.504  0.010
H  2.008  2.263  1.211
O  2.534  2.355  0.419
H  1.731  0.646  -1.032
H  1.594  -0.707  -0.355
O  2.256  -0.115  -0.756

[6]
Formula: C3H16N2O3
Source: the Open Molecules 2025 dataset
Level of theory: ωB97M-V/def2-TZVPD

Computed properties:
ΔE to the lowest compared entry with this formula, charge and spin	225.8	kcal per mole
spin multiplicity	1
gap between HOMO and LUMO	0.14350	hartree
total charge	0
DFT total energy	-458.77626	Ha

Element x y z (Å)
C  -0.360  2.021  1.097
C  0.969  1.423  0.608
N  1.032  0.106  1.239
C  1.779  -0.865  0.370
N  -1.450  -1.575  -0.210
H  -0.994  1.103  1.043
H  -0.919  2.912  0.671
H  -0.198  2.031  2.167
H  0.913  1.318  -0.432
H  1.923  1.993  0.850
H  0.108  -0.302  1.489
H  1.184  -1.074  -0.555
H  1.784  -1.795  0.884
H  2.771  -0.470  0.284
H  -2.004  -1.416  0.602
H  1.098  -1.304  -3.392
H  -1.449  1.103  -2.617
O  0.928  -0.758  -2.595
H  0.023  -0.196  -2.607
H  -1.438  -1.026  -1.064
O  -0.923  0.603  -2.065
H  -1.367  -2.515  -0.514
H  -2.116  -0.762  2.635
O  -1.295  -0.552  2.111

[7]
Formula: C3H16NO3
Source: the Open Molecules 2025 dataset
Level of theory: ωB97M-V/def2-TZVPD

Computed properties:
ΔE to the lowest compared entry with this formula, charge and spin	31.9	kcal per mole
spin multiplicity	2
gap between HOMO and LUMO (alpha / beta)	0.11450 / 0.43426	hartree
total charge	0
DFT total energy	-404.19184	Ha

Element x y z (Å)
C  0.507  -0.167  -1.054
C  2.103  -0.180  -0.998
C  2.402  1.378  -0.834
N  -0.324  -0.280  0.154
H  0.140  0.662  -1.668
H  0.249  -1.117  -1.618
H  2.611  -0.447  -1.980
H  2.604  -0.698  -0.215
H  2.091  1.677  -1.828
H  1.671  1.804  -0.095
H  3.443  1.414  -0.470
H  -1.265  0.164  -0.072
H  -0.623  -1.236  0.202
H  0.085  0.186  0.933
H  -2.722  -2.768  0.608
H  -1.510  -3.647  0.082
O  -1.760  -2.783  0.650
H  2.061  1.434  1.932
H  0.734  1.501  2.647
O  1.313  0.953  2.070
H  -3.662  1.714  -0.935
H  -3.609  1.226  0.474
O  -3.316  1.068  -0.440

[8]
Formula: C3H16NO3S
Source: the Open Molecules 2025 dataset
Level of theory: ωB97M-V/def2-TZVPD

Computed properties:
ΔE to the lowest compared entry with this formula, charge and spin	33.6	kcal per mole
spin multiplicity	2
gap between HOMO and LUMO (alpha / beta)	0.36421 / 0.24501	hartree
total charge	0
DFT total energy	-802.42185	Ha

Element x y z (Å)
C  -0.635  3.642  0.061
C  -0.193  2.255  -0.340
C  0.583  1.606  0.826
S  1.134  0.003  0.314
N  -1.391  1.449  -0.704
H  -1.355  4.229  -0.577
H  0.068  4.417  0.345
H  -1.321  3.618  0.947
H  0.566  2.408  -1.151
H  1.525  2.162  1.187
H  -0.141  1.584  1.669
H  4.999  -4.083  -3.932
H  4.881  -3.451  -3.692
H  -1.662  1.180  -1.693
H  -1.152  0.469  -0.477
H  -1.213  -2.855  1.373
H  -1.394  -4.390  0.990
O  -1.634  -3.453  0.676
H  -1.692  -2.463  -0.857
H  -0.381  -1.567  -0.780
O  -1.221  -1.533  -1.157
H  0.727  -2.248  2.990
H  0.707  -1.107  1.775
O  0.194  -1.870  2.208

[9]
Formula: C3H16NO3S
Source: the Open Molecules 2025 dataset
Level of theory: ωB97M-V/def2-TZVPD

Computed properties:
ΔE to the lowest compared entry with this formula, charge and spin	5.6	kcal per mole
spin multiplicity	1
gap between HOMO and LUMO	0.36437	hartree
total charge	+1
DFT total energy	-802.34196	Ha

Element x y z (Å)
C  -0.313  -1.494  1.247
C  -0.462  -0.121  0.597
C  -1.517  0.774  1.218
S  -1.821  2.168  0.090
N  0.912  0.540  0.619
H  -1.261  -2.008  1.349
H  0.135  -1.331  2.236
H  0.407  -2.085  0.699
H  -0.663  -0.217  -0.469
H  -2.394  0.156  1.401
H  -1.167  1.211  2.149
H  -3.074  2.501  0.359
H  1.495  0.003  -0.058
H  0.941  1.476  0.181
H  1.309  0.447  1.546
H  2.650  -1.015  -1.855
H  1.733  -2.181  -1.430
O  1.888  -1.230  -1.304
H  1.901  4.002  -0.236
H  0.491  3.460  -0.619
O  1.298  3.252  -0.130
H  -0.442  -2.494  -3.156
H  -1.123  -3.372  -2.115
O  -0.921  -2.443  -2.320

[10]
Formula: C3H16NO4
Source: the Open Molecules 2025 dataset
Level of theory: ωB97M-V/def2-TZVPD

Computed properties:
ΔE to the lowest compared entry with this formula, charge and spin	56.8	kcal per mole
spin multiplicity	1
gap between HOMO and LUMO	0.33189	hartree
total charge	+1
DFT total energy	-479.30936	Ha

Element x y z (Å)
C  -3.012  -1.671  -0.254
C  -2.946  -0.179  -0.074
C  -1.742  0.940  1.767
N  -1.747  0.264  0.690
H  -2.517  -2.104  -1.137
H  -2.863  -2.175  0.637
H  -4.146  -1.991  -0.380
H  -2.888  0.485  -1.098
H  -3.872  0.365  0.407
H  -0.834  1.319  2.257
H  -2.742  1.200  2.398
H  -0.879  -0.024  0.307
H  5.218  3.889  -2.731
H  5.464  3.053  -3.932
O  5.296  3.027  -3.053
H  2.025  -0.107  1.924
H  2.657  -0.855  3.140
O  1.924  -0.814  2.549
H  0.611  -1.911  0.119
H  1.155  -2.242  -1.291
O  0.474  -1.801  -0.819
H  1.447  -0.277  -0.576
H  2.302  1.004  -0.727
O  1.615  0.605  -0.122

[11]
Formula: C3H16NO4
Source: the Open Molecules 2025 dataset
Level of theory: ωB97M-V/def2-TZVPD

Computed properties:
ΔE to the lowest compared entry with this formula, charge and spin	105.7	kcal per mole
spin multiplicity	1
gap between HOMO and LUMO	0.20866	hartree
total charge	+1
DFT total energy	-479.23147	Ha

Element x y z (Å)
C  -1.996  -0.584  0.361
C  -1.778  0.238  -0.850
C  -2.115  1.674  -0.884
O  1.047  0.318  2.327
N  -0.839  -1.463  0.785
H  -2.130  0.102  1.193
H  -2.856  -1.237  0.218
H  -1.963  -0.293  -1.789
H  -2.790  1.976  -0.095
H  -2.653  1.777  -1.847
H  -1.284  2.367  -1.087
H  1.140  0.516  3.245
H  -1.084  -2.439  0.666
H  -0.077  -1.274  0.136
H  0.579  -0.517  2.280
H  0.010  0.669  -1.102
H  1.192  -0.314  -1.392
O  0.969  0.623  -1.228
H  2.242  -2.462  0.213
H  2.389  -0.995  0.656
O  2.037  -1.553  -0.044
H  3.999  0.689  -0.944
H  2.547  1.200  -0.567
O  3.415  0.979  -0.252

What did the tenth record say?
Formula: C3H16NO4
Source: the Open Molecules 2025 dataset
Level of theory: ωB97M-V/def2-TZVPD

Computed properties:
ΔE to the lowest compared entry with this formula, charge and spin	56.8	kcal per mole
spin multiplicity	1
gap between HOMO and LUMO	0.33189	hartree
total charge	+1
DFT total energy	-479.30936	Ha

Element x y z (Å)
C  -3.012  -1.671  -0.254
C  -2.946  -0.179  -0.074
C  -1.742  0.940  1.767
N  -1.747  0.264  0.690
H  -2.517  -2.104  -1.137
H  -2.863  -2.175  0.637
H  -4.146  -1.991  -0.380
H  -2.888  0.485  -1.098
H  -3.872  0.365  0.407
H  -0.834  1.319  2.257
H  -2.742  1.200  2.398
H  -0.879  -0.024  0.307
H  5.218  3.889  -2.731
H  5.464  3.053  -3.932
O  5.296  3.027  -3.053
H  2.025  -0.107  1.924
H  2.657  -0.855  3.140
O  1.924  -0.814  2.549
H  0.611  -1.911  0.119
H  1.155  -2.242  -1.291
O  0.474  -1.801  -0.819
H  1.447  -0.277  -0.576
H  2.302  1.004  -0.727
O  1.615  0.605  -0.122

Which value of DFT total energy does entry 6 give?
-458.77626 Ha

Which value of spin multiplicity does entry 3 give?
1

Which formula does entry 3 have?
C3H15O4S